1.
Computed, not measured: an isolated molecule of C5H13P, with ωB97M-V with the def2-TZVPD basis set.

CARTESIAN COORDINATES (ANGSTROEM)
C1 -2.0117 -0.9573 0.1209
C2 0.4683 1.9334 -0.5245
C3 -0.6058 -1.1923 -0.3516
C4 0.3217 1.1540 0.7732
C5 0.6735 -0.3142 0.6325
P1 2.3596 -0.6378 -0.0341
H1 -2.1469 -1.2939 1.1464
H2 -2.2898 0.0925 0.0504
H3 -2.6912 -1.5249 -0.5192
H4 0.1491 2.9637 -0.3866
H5 1.5115 1.9316 -0.8403
H6 -0.1342 1.4885 -1.3121
H7 -0.4529 -0.8422 -1.3679
H8 -0.3148 -2.2362 -0.2780
H9 0.9790 1.5940 1.5293
H10 -0.7023 1.2444 1.1460
H11 0.6118 -0.8012 1.6107
H12 2.0419 -0.5758 -1.3877
H13 2.2332 -2.0264 -0.0073

Cartesian forces (eV/Å) of the 2 atoms listed first:
C -0.004 -0.039 -0.075
C 0.002 -0.048 0.210

Frontier orbital gap (eV): 10.02
E_LUMO (eV): 1.099
HOMO level (hartree): -0.3280

***

2.
Computed, not measured: an isolated molecule of C5H13P, with ωB97M-V with the def2-TZVPD basis set.

CARTESIAN COORDINATES (ANGSTROEM)
C1 -0.8806 -0.5006 -1.0805
C2 -0.3949 -0.6672 1.3896
C3 -1.3629 1.5641 0.3897
C4 2.2286 -0.7004 -0.2567
C5 -0.5087 0.3240 0.1719
P1 1.3105 0.8911 0.0123
H1 -1.1705 0.1429 -1.8712
H2 -0.0982 -1.1278 -1.3972
H3 -1.5878 -1.3093 -0.8785
H4 0.2434 -1.4230 1.0841
H5 -1.3610 -1.2402 1.5906
H6 0.0520 -0.1305 2.1397
H7 -2.4090 1.2961 0.5640
H8 -0.8977 2.2265 1.1032
H9 -1.5338 2.0641 -0.5381
H10 2.6397 -0.9597 0.7135
H11 2.9721 -0.3495 -0.8653
H12 1.4615 -1.4031 -0.6729
H13 1.2973 1.3025 -1.5981

Cartesian forces (eV/Å) of the 2 atoms listed first:
C -0.689 -0.064 1.565
C -3.222 0.179 -2.453

Frontier orbital gap (eV): 9.58
E_LUMO (eV): 0.893
HOMO level (hartree): -0.3192

***

3.
Computed, not measured: a 2-piece molecular cluster, C5H13P overall, with ωB97M-V with the def2-TZVPD basis set.

CARTESIAN COORDINATES (ANGSTROEM)
C1 -0.4363 -2.2407 0.7125
C2 1.8279 -1.1331 1.0125
C3 -0.3093 0.3484 0.8939
C4 -1.0938 2.7539 -2.1626
C5 0.4205 -0.9642 0.3597
P1 0.8056 -0.8599 -1.4295
H1 -0.6268 -2.2213 1.7518
H2 -1.3608 -1.9829 0.2035
H3 -0.2096 -3.2742 0.3571
H4 2.7133 -0.7063 0.5866
H5 2.0415 -2.2195 0.9651
H6 1.7597 -0.8149 2.0197
H7 -1.2491 0.8370 0.3675
H8 -0.3951 0.2340 1.9419
H9 0.3876 1.1603 0.7674
H10 -1.3156 3.1133 -3.1237
H11 -1.8103 2.1084 -1.6453
H12 -0.1485 2.3008 -2.1136
H13 -1.0009 3.5610 -1.4646

Cartesian forces (eV/Å) of the 2 atoms listed first:
C -0.493 1.058 -1.860
C -0.722 -1.553 -0.329

2S+1: 3
Frontier orbital gap (alpha / beta) (eV): 9.06 / 9.25
⟨S²⟩: 2.00
E_LUMO (alpha / beta) (eV): 0.933 / -0.613
HOMO level (alpha / beta) (hartree): -0.2987 / -0.3623

***

4.
Computed, not measured: an isolated molecule of C5H13PS, with ωB97M-V with the def2-TZVPD basis set.

CARTESIAN COORDINATES (ANGSTROEM)
C1 -1.1843 0.4976 1.7254
C2 -0.1220 2.0471 -0.0795
C3 0.7012 -2.2271 0.3553
C4 0.8078 -0.1469 -1.9838
C5 -0.0017 0.6743 0.6389
P1 -0.1977 -0.7428 -0.5487
S1 -1.9296 -1.4123 -0.9763
H1 -2.0709 0.2390 1.2380
H2 -0.8147 -0.2004 2.3462
H3 -1.2761 1.4030 2.4214
H4 -0.9696 2.0527 -0.7020
H5 0.6678 2.3287 -0.6278
H6 -0.2962 2.7757 0.6275
H7 0.2373 -3.1745 0.1987
H8 1.6386 -2.4351 -0.1668
H9 0.8713 -1.8015 1.3536
H10 1.6480 0.4377 -1.7507
H11 1.1668 -1.1464 -2.3687
H12 0.1607 0.2317 -2.8682
H13 0.9633 0.5996 1.1675

Cartesian forces (eV/Å) of the 2 atoms listed first:
C 2.273 4.072 -1.159
C -1.640 -3.036 1.537

2S+1: 3
Frontier orbital gap (alpha / beta) (eV): 3.89 / 6.80
⟨S²⟩: 2.00
E_LUMO (alpha / beta) (eV): 0.944 / -2.822
HOMO level (alpha / beta) (hartree): -0.1081 / -0.3535

***

5.
Computed, not measured: a 2-piece molecular cluster, C5H13S overall, with ωB97M-V with the def2-TZVPD basis set.

CARTESIAN COORDINATES (ANGSTROEM)
C1 1.3874 -1.1398 -3.3856
S1 1.3161 -0.1095 -1.8713
H1 2.3428 -0.9408 -3.8893
H2 1.3077 -2.2136 -3.1680
H3 0.6318 -0.8692 -4.1334
C2 0.0119 1.6496 0.8294
C3 -0.7285 0.5049 1.5224
C4 -1.6905 -0.1426 0.4964
C5 0.2596 -0.5094 2.0652
H4 0.6087 2.1776 1.5917
H5 0.6479 1.4093 -0.0431
H6 -0.6677 2.4222 0.4551
H7 -1.3580 0.9720 2.2965
H8 -2.3820 -0.8176 1.0231
H9 -1.1328 -0.7434 -0.2239
H10 -2.2166 0.6392 -0.0613
H11 0.8990 -0.0578 2.8384
H12 -0.1797 -1.4496 2.4072
H13 0.9428 -0.7816 1.2505

Cartesian forces (eV/Å) of the 2 atoms listed first:
C 0.409 0.391 -0.105
S -0.040 -0.190 -0.367

2S+1: 2
Frontier orbital gap (alpha / beta) (eV): 2.06 / 6.02
Total charge: -2
⟨S²⟩: 0.75
E_LUMO (alpha / beta) (eV): 6.430 / 6.301
HOMO level (alpha / beta) (hartree): 0.1604 / 0.0103

***

6.
Computed, not measured: a 2-piece molecular cluster, C5H14 overall, with ωB97M-V with the def2-TZVPD basis set.

CARTESIAN COORDINATES (ANGSTROEM)
C1 1.6374 2.8589 -0.4221
C2 2.4158 2.1477 0.6728
H1 2.0188 3.8825 -0.5733
H2 1.7312 2.3834 -1.3938
H3 0.5956 2.8488 -0.1014
H4 3.4478 1.8180 0.4508
H5 1.9918 1.1661 0.8838
H6 2.4708 2.7851 1.5644
C3 -0.9943 -2.3133 -0.1383
C4 -1.9510 -1.8309 -1.2682
C5 -1.3650 -1.4138 1.0634
H7 -1.1082 -3.3983 0.0109
H8 0.0391 -2.0687 -0.4244
H9 -2.9424 -1.5996 -0.8908
H10 -2.1424 -2.7101 -1.9606
H11 -1.9880 -1.9431 1.8115
H12 -0.5293 -1.0925 1.7081
H13 -1.4650 -1.0562 -1.8335
H14 -1.8627 -0.4640 0.8407

Cartesian forces (eV/Å) of the 2 atoms listed first:
C 0.629 0.201 0.056
C 0.949 -0.556 0.061

2S+1: 2
Frontier orbital gap (alpha / beta) (eV): 2.80 / 11.89
Total charge: -1
⟨S²⟩: 0.75
E_LUMO (alpha / beta) (eV): 4.285 / 4.205
HOMO level (alpha / beta) (hartree): 0.0547 / -0.2823

***

7.
Computed, not measured: a 2-piece molecular cluster, C5H14 overall, with ωB97M-V with the def2-TZVPD basis set.

CARTESIAN COORDINATES (ANGSTROEM)
C1 -0.5851 0.2854 3.7172
C2 0.0412 1.2344 2.6062
H1 0.1726 0.1764 4.5311
H2 -1.5336 0.5761 4.1657
H3 -0.8130 -0.6191 3.3188
H4 0.6256 1.9749 3.0305
H5 0.5866 0.7292 2.0144
H6 -0.7798 1.8178 2.1311
C3 0.1165 -1.1977 -2.2053
C4 1.4137 -0.3692 -1.9224
C5 -0.9735 -0.2799 -2.7640
H7 -0.1054 -1.6045 -1.1277
H8 0.2646 -2.0008 -3.0488
H9 1.3381 -0.1901 -0.8900
H10 2.2713 -0.8356 -2.3058
H11 -1.1252 0.3031 -1.9735
H12 -1.7631 -0.8848 -3.0848
H13 1.4132 0.4408 -2.6220
H14 -0.5647 0.4436 -3.5708

Cartesian forces (eV/Å) of the 2 atoms listed first:
C 1.777 2.970 0.910
C -6.482 2.345 4.680

2S+1: 2
Frontier orbital gap (alpha / beta) (eV): 2.77 / 11.77
Total charge: -1
⟨S²⟩: 0.75
E_LUMO (alpha / beta) (eV): 4.255 / 4.264
HOMO level (alpha / beta) (hartree): 0.0545 / -0.2760

***

8.
Computed, not measured: a 2-piece molecular cluster, C5H14 overall, with ωB97M-V with the def2-TZVPD basis set.

CARTESIAN COORDINATES (ANGSTROEM)
C1 -0.0996 -2.1021 -0.3337
C2 0.1019 -1.9536 -1.8599
H1 0.8423 -1.7416 0.0951
H2 -1.0597 -1.6503 -0.0405
H3 -0.3544 -3.1392 -0.1548
H4 0.8112 -2.7508 -2.2251
H5 0.8805 -1.2116 -2.1326
H6 -0.7611 -1.9013 -2.5179
C3 0.3917 1.1169 0.4783
C4 0.3001 1.1444 2.0182
C5 -0.7088 1.9093 -0.2102
H7 1.3756 1.6022 0.2705
H8 0.3603 0.0630 0.0564
H9 1.1928 0.6479 2.4733
H10 -0.6091 0.5770 2.2462
H11 -0.3029 2.1831 -1.1605
H12 -1.7038 1.4344 -0.2217
H13 0.3895 2.1938 2.2973
H14 -0.7766 2.8469 0.3793

Cartesian forces (eV/Å) of the 2 atoms listed first:
C -0.722 -0.326 -1.742
C 2.483 -0.694 -0.602

2S+1: 2
Frontier orbital gap (alpha / beta) (eV): 2.72 / 11.35
Total charge: -1
⟨S²⟩: 0.75
E_LUMO (alpha / beta) (eV): 4.270 / 4.215
HOMO level (alpha / beta) (hartree): 0.0569 / -0.2621

***

9.
Computed, not measured: a 2-piece molecular cluster, C5H14 overall, with ωB97M-V with the def2-TZVPD basis set.

CARTESIAN COORDINATES (ANGSTROEM)
C1 -1.8824 -0.8478 -1.1184
C2 -1.3327 -0.8803 -2.5268
C3 -0.7656 -0.3282 -0.1099
H1 -2.7408 -0.2528 -0.8021
H2 -2.0087 -1.7909 -0.5669
H3 -2.1746 -1.1303 -3.1822
H4 -1.3327 -0.1708 0.8282
H5 -0.0830 -1.0468 0.3391
H6 -0.6508 -1.7295 -2.5573
H7 -0.7022 -0.0111 -2.7511
H8 -0.2674 0.5411 -0.5158
C4 1.4243 1.4962 1.2116
C5 2.1483 0.4268 2.0438
H9 1.6746 2.5382 1.3992
H10 0.3414 1.4867 1.3635
H11 1.6491 1.2821 0.1626
H12 2.8218 0.8493 2.7852
H13 2.4815 -0.3344 1.3264
H14 1.3999 -0.0976 2.6709

Cartesian forces (eV/Å) of the 2 atoms listed first:
C 2.357 0.229 3.161
C -0.682 -0.978 0.594

2S+1: 2
Frontier orbital gap (alpha / beta) (eV): 2.73 / 11.12
Total charge: -1
⟨S²⟩: 0.75
E_LUMO (alpha / beta) (eV): 4.239 / 4.342
HOMO level (alpha / beta) (hartree): 0.0554 / -0.2490

***

10.
Computed, not measured: a 2-piece molecular cluster, C5H14 overall, with ωB97M-V with the def2-TZVPD basis set.

CARTESIAN COORDINATES (ANGSTROEM)
C1 1.3406 0.2329 0.8245
C2 2.5785 0.4739 1.5931
C3 0.8509 1.3766 -0.0872
H1 1.5559 -0.6916 0.2867
H2 0.3781 0.1554 1.4347
H3 2.8596 -0.1270 2.4662
H4 0.6008 2.3093 0.4807
H5 2.9132 1.4106 1.8912
H6 3.4320 0.1921 0.9542
H7 1.6358 1.6696 -0.7758
H8 0.0888 1.0359 -0.7380
C4 -2.9830 -0.5253 -1.1981
C5 -1.6930 -1.4781 -1.0572
H9 -3.6179 -0.9651 -1.8447
H10 -3.4972 -0.7440 -0.2691
H11 -2.8183 0.4780 -1.3749
H12 -0.9740 -1.2730 -1.9046
H13 -1.9382 -2.6179 -0.9441
H14 -1.1824 -1.3126 -0.1128

Cartesian forces (eV/Å) of the 2 atoms listed first:
C -2.784 0.594 0.642
C 2.538 -1.462 -0.026

2S+1: 2
Frontier orbital gap (alpha / beta) (eV): 2.58 / 11.46
Total charge: -1
⟨S²⟩: 0.75
E_LUMO (alpha / beta) (eV): 4.097 / 4.203
HOMO level (alpha / beta) (hartree): 0.0559 / -0.2666

***

11.
Computed, not measured: a 2-piece molecular cluster, C5H14 overall, with ωB97M-V with the def2-TZVPD basis set.

CARTESIAN COORDINATES (ANGSTROEM)
C1 -0.5459 1.1928 -0.4855
C2 -1.2923 2.5472 -0.6063
C3 -0.0359 0.7699 -1.8627
H1 0.3164 1.3177 0.1703
H2 -1.2290 0.5179 0.0205
H3 -2.1793 2.5323 0.0327
H4 -1.7426 2.6555 -1.6059
H5 0.7617 1.4955 -2.0434
H6 0.5405 -0.1605 -1.7269
H7 -0.7413 3.4769 -0.5458
H8 -0.7079 0.5698 -2.6850
C4 0.5172 -2.4130 0.8075
C5 1.2567 -1.8105 2.0387
H9 -0.5510 -2.4293 1.0173
H10 0.5689 -1.8162 -0.1054
H11 0.9580 -3.3861 0.6175
H12 0.7526 -0.8872 2.3281
H13 1.0548 -2.5041 2.8443
H14 2.2985 -1.6685 1.7901

Cartesian forces (eV/Å) of the 2 atoms listed first:
C -0.642 1.326 -0.452
C -1.135 -0.429 -0.798

Frontier orbital gap (eV): 12.43
E_LUMO (eV): 1.123
HOMO level (hartree): -0.4155

***

12.
Computed, not measured: a 2-piece molecular cluster, C5H14 overall, with ωB97M-V with the def2-TZVPD basis set.

CARTESIAN COORDINATES (ANGSTROEM)
C1 0.3949 1.8231 1.7683
C2 1.4174 2.4754 0.8699
H1 -0.5232 2.3637 2.0264
H2 -0.0588 0.9519 1.2835
H3 0.7090 1.5119 2.7623
H4 0.9345 2.6590 -0.0989
H5 2.0919 1.7328 0.4272
H6 1.9192 3.2916 1.3760
C3 -0.4801 -0.9025 -0.7882
C4 -1.0143 -1.4088 -2.1140
C5 -0.3642 -2.0823 0.1741
H7 0.4532 -0.3389 -0.8091
H8 -1.1873 -0.1334 -0.4563
H9 -1.2951 -0.6403 -2.8388
H10 0.3197 -1.8054 0.9817
H11 -1.3221 -2.5129 0.4244
H12 -1.8881 -2.0400 -2.0263
H13 -0.3596 -2.0977 -2.6526
H14 0.2530 -2.8469 -0.3095

Cartesian forces (eV/Å) of the 2 atoms listed first:
C -1.412 -0.921 0.504
C -0.609 -1.030 -0.896

Frontier orbital gap (eV): 12.30
E_LUMO (eV): 1.084
HOMO level (hartree): -0.4121

***

13.
Computed, not measured: a 2-piece molecular cluster, C5H14 overall, with ωB97M-V with the def2-TZVPD basis set.

CARTESIAN COORDINATES (ANGSTROEM)
C1 1.4109 1.9785 -0.8418
C2 0.4322 2.0571 0.3414
C3 1.4073 0.5980 -1.4967
H1 2.4309 2.1271 -0.4900
H2 1.1511 2.7502 -1.5624
H3 -0.3917 2.7004 0.0664
H4 0.0315 1.0637 0.5550
H5 0.4085 0.2126 -1.6763
H6 1.8973 -0.1058 -0.8335
H7 0.9157 2.3548 1.2777
H8 1.9195 0.5981 -2.4563
C4 -1.8855 -2.2467 0.2992
C5 -0.9648 -1.8341 1.4567
H9 -1.8483 -1.4927 -0.4957
H10 -1.6455 -3.2446 -0.0673
H11 -2.9264 -2.2442 0.6235
H12 -1.2401 -2.3844 2.3582
H13 -1.1568 -0.7942 1.7488
H14 0.0543 -2.0938 1.1931

Cartesian forces (eV/Å) of the 2 atoms listed first:
C -0.022 -0.510 0.230
C 0.383 -0.582 0.045

Frontier orbital gap (eV): 12.64
E_LUMO (eV): 1.146
HOMO level (hartree): -0.4225

***

Looking at F_max for the records above, in order, we have 0.0720; 0.0788; 0.0516; 0.1323; 0.0277; 0.0579; 0.1620; 0.0515; 0.0768; 0.1020; 0.0490; 0.0342; 0.0215 hartree/bohr.
Looking at energy for the records above, in order, we have -539.610981; -539.589079; -539.533473; -937.628614; -596.344342; -198.815013; -198.758241; -198.795570; -198.788593; -198.784580; -198.867944; -198.864872; -198.878686 a.u..
Looking at relative energy (zero: lowest compared OMol25 entry of this formula, charge and spin) for the records above, in order, we have 52.07; 109.58; 0.00; 198.54; 23.34; 46.01; 195.06; 97.06; 115.37; 125.91; 55.70; 63.76; 27.49 kJ/mol.